No. 1
# C4H7NO3

One molecule with the formula C4H7NO3 (ωB97M-V/def2-TZVPD, the OMol25 dataset).

Each line ends with the Löwdin charge.
Geometry (Å):
C1 -0.708 -0.241 0.643  -0.18
H1 1.055 -1.263 0.080  0.14
H2 -0.401 -1.911 -0.754  0.14
C2 0.856 -0.735 -2.634  -0.32
C3 0.107 -0.982 -0.403  -0.16
O1 0.177 2.726 2.408  0.01
O2 0.422 -0.123 -1.516  -0.03
H3 -1.147 1.275 2.905  0.14
C4 -0.386 1.673 2.208  -0.36
N1 0.000 0.928 1.127  0.01
H4 -0.920 -0.893 1.500  0.13
O3 0.719 -1.912 -2.923  0.06
H5 0.654 1.419 0.501  0.15
H6 -1.676 0.110 0.253  0.13
H7 1.249 -0.072 -3.396  0.14

- Kohn-Sham gap: 10.59 eV
- SMILES string: O=CNCCOC=O
- E_tot: -437.09038 hartree
- ΔE to the lowest compared entry with this formula, charge and spin: 1.442 eV
- HOMO energy: -0.3622 hartree

***

No. 2
# C10H19I2N2O

A 2-piece molecular cluster, C10H19I2N2O overall (ωB97M-V/def2-TZVPD, the OMol25 dataset).

Each line ends with the Löwdin charge.
Geometry (Å):
H1 -0.791 -0.607 -1.937  0.08
H2 -0.429 0.916 -1.014  0.04
H3 -4.565 0.980 3.495  0.11
H4 5.176 0.140 -3.492  0.19
H5 1.266 -1.551 -1.362  0.07
H6 -4.520 2.533 4.302  0.12
H7 -2.858 1.701 5.947  0.08
H8 5.484 -1.709 -5.308  0.16
H9 0.090 0.751 -2.748  0.08
C1 4.597 -1.555 -4.655  -0.11
H10 -3.050 0.443 1.113  0.08
N1 3.478 -2.332 -4.692  -0.53
C2 -2.553 0.021 1.990  -0.09
C3 1.354 -0.440 -1.282  -0.72
I1 1.572 0.190 0.813  0.87
H11 -3.302 -0.538 2.553  0.07
H12 -1.790 -0.685 1.654  0.05
C4 2.554 0.196 -2.099  -0.21
C5 -1.921 1.125 2.823  -0.30
C6 -3.467 1.005 5.364  -0.08
H13 -2.863 0.113 5.187  0.06
I2 3.083 -3.977 -5.851  1.02
C7 3.172 -0.739 -3.180  -0.17
H14 1.488 -2.262 -3.527  0.13
C8 -3.918 1.654 4.066  -0.28
N2 4.464 -0.554 -3.712  0.16
H15 -1.177 1.644 2.214  0.09
C9 2.498 -1.877 -3.767  -0.05
O1 -2.845 2.109 3.254  -0.16
H16 -1.382 0.710 3.681  0.11
C10 -0.028 0.199 -1.779  -0.17
H17 2.184 1.116 -2.644  0.13
H18 -4.332 0.710 5.961  0.08
H19 3.330 0.571 -1.369  0.08

- Kohn-Sham gap: 6.22 eV
- Charge: +1
- E_tot: -1172.25287 hartree
- HOMO energy: -0.4089 hartree

***

No. 3
# H2NO2P

One molecule with the formula H2NO2P (ωB97M-V/def2-TZVPD, the OMol25 dataset).

Each line ends with the Löwdin charge.
Geometry (Å):
N1 2.039 0.287 0.359  -0.25
P1 0.588 0.945 -0.278  0.64
O1 -0.447 1.384 0.650  -0.40
H1 0.307 -0.287 -0.895  0.02
H2 1.175 1.861 -1.203  0.03
O2 2.702 -0.506 -0.247  -0.04

- Kohn-Sham gap (alpha / beta): 8.50 / 8.47 eV
- SMILES string: O=N[PH2]=O
- E_tot: -547.68017 hartree
- ΔE to the lowest compared entry with this formula, charge and spin: 3.629 eV
- HOMO energy (alpha / beta): -0.3580 / -0.3567 hartree